{
  "formula": "C5H8O3Rb",
  "method": "ωB97M-V/def2-TZVPD",
  "symbols": ["O", "O", "O", "C", "C", "C", "C", "H", "H", "H", "H", "H", "Rb", "C", "H", "H", "H"],
  "xyz": [[0.25034, 2.15557, -2.05917], [0.00829, 0.34432, -0.77787], [-0.88134, 2.24132, -0.07879], [-0.09280, 3.34754, -2.48909], [-0.96810, -1.55594, 2.03090], [0.21954, -2.34690, 2.09629], [-0.28536, 1.59370, -0.89894], [-0.72514, 3.80856, -1.69479], [-1.74455, -2.06674, 1.43404], [0.75268, -1.51069, 2.64595], [0.25281, -3.18673, 2.80443], [0.80857, -2.39294, 1.09892], [-2.09519, 1.67602, 3.27348], [0.99176, -0.39665, -1.66738], [0.60819, -0.35879, -2.69211], [1.96575, 0.10034, -1.63591], [0.93456, -1.45199, -1.38996]],
  "homo_ev": [-11.6061, -11.6062],
  "gap_ev": [7.54, 7.55],
  "lumo_ev": [-4.06, -4.06],
  "total_charge": 1
}

=====

{
  "formula": "C35H34BrFIN5O14P2SZr",
  "method": "ωB97M-V/def2-TZVPD",
  "symbols": ["Zr", "O", "N", "N", "O", "C", "C", "C", "C", "C", "C", "H", "H", "H", "H", "H", "O", "P", "O", "O", "O", "P", "O", "O", "O", "H", "H", "C", "C", "N", "C", "C", "C", "O", "O", "C", "O", "C", "C", "C", "F", "C", "C", "C", "N", "C", "C", "N", "C", "C", "H", "H", "H", "H", "H", "H", "H", "H", "H", "H", "H", "H", "H", "H", "H", "H", "H", "H", "Br", "C", "C", "C", "C", "C", "C", "I", "H", "H", "H", "H", "O", "C", "O", "C", "C", "C", "C", "S", "C", "C", "H", "H", "H", "H", "H"],
  "xyz": [[-0.12679, -0.06096, 0.02302], [-0.59991, 1.81615, 1.28861], [-1.26579, 2.73979, 0.74863], [-1.76739, 2.41841, -0.37182], [-1.58401, 1.21333, -0.89518], [-2.51282, 3.37679, -1.12230], [-3.08977, 4.46726, -0.48546], [-3.79470, 5.38281, -1.24857], [-3.92712, 5.20833, -2.62031], [-3.34544, 4.11027, -3.23456], [-2.63153, 3.18578, -2.48774], [-2.99239, 4.58498, 0.58328], [-4.25306, 6.23457, -0.76348], [-4.48580, 5.92644, -3.20592], [-3.43801, 3.96534, -4.30330], [-2.16158, 2.33371, -2.95192], [2.60938, -3.50534, -0.84267], [2.04383, -2.45825, 0.19122], [2.89058, -2.29182, 1.37379], [1.61615, -1.17900, -0.57980], [0.56352, -3.06015, 0.56860], [-0.53675, -3.16301, -0.62591], [-1.63704, -4.13823, -0.02848], [-1.21525, -1.79227, -0.63134], [0.10326, -3.68503, -1.85170], [1.91578, -3.68638, -1.51691], [-1.44582, -5.05693, -0.25222], [4.84797, 3.38074, 4.72916], [5.07267, 1.98663, 4.16730], [3.84433, 1.39828, 3.62714], [3.55517, 1.59225, 2.32450], [2.45351, 1.13182, 1.65450], [2.36699, 1.65333, 0.19379], [3.35895, 2.22727, -0.21144], [1.26191, 1.50733, -0.44960], [1.60949, 0.25833, 2.39187], [0.64937, -0.42998, 1.95511], [1.82638, 0.16380, 3.82448], [0.87368, -0.52255, 4.58083], [1.03830, -0.58872, 5.93008], [0.09096, -1.22404, 6.67290], [2.12588, -0.00160, 6.58924], [3.08251, 0.64661, 5.82740], [2.93621, 0.74511, 4.43693], [2.28488, -0.00915, 8.00367], [1.80942, -1.09315, 8.83380], [0.42705, -0.86043, 9.43966], [0.41319, 0.49007, 10.11670], [0.82937, 1.58930, 9.17259], [2.23525, 1.26800, 8.67835], [5.78054, 3.78169, 5.12636], [4.10743, 3.37473, 5.53034], [4.49175, 4.05459, 3.95016], [5.47637, 1.30493, 4.91521], [5.79377, 2.00976, 3.35258], [4.27390, 2.16714, 1.75351], [0.00369, -0.94751, 4.08982], [3.94274, 1.06363, 6.33122], [2.52790, -1.22634, 9.65394], [1.79300, -2.02444, 8.27291], [0.17928, -1.60636, 10.19316], [-0.35065, -0.82415, 8.68398], [1.06030, 0.47823, 10.90873], [-0.51510, 0.67696, 10.49588], [0.77255, 2.53111, 9.71603], [0.10885, 1.58916, 8.35478], [2.92430, 1.26276, 9.53356], [2.56039, 2.06046, 8.00876], [0.90899, 1.01113, -6.64659], [-0.84391, 0.79820, -5.97455], [-1.89834, 1.20119, -6.78439], [-3.20289, 1.07288, -6.33988], [-3.45503, 0.53349, -5.08505], [-2.40147, 0.12925, -4.28462], [-1.08341, 0.26642, -4.71595], [0.42842, -0.37120, -3.41914], [-1.68718, 1.61420, -7.76076], [-4.01780, 1.39074, -6.97674], [-4.46981, 0.42306, -4.72639], [-2.59021, -0.29846, -3.30727], [-7.33079, -4.69825, 0.71914], [-6.94248, -4.14454, 1.89769], [-7.52756, -4.45820, 2.90200], [-5.81490, -3.18254, 1.85627], [-5.11637, -2.83044, 0.70025], [-4.06359, -1.93797, 0.73710], [-3.64751, -1.36106, 1.94428], [-2.33953, -0.21670, 2.06409], [-4.36818, -1.70688, 3.10162], [-5.42106, -2.59364, 3.05993], [-6.77877, -4.35979, 0.00690], [-5.37010, -3.24241, -0.27281], [-3.54149, -1.68128, -0.17223], [-4.07495, -1.25789, 4.04273], [-5.96338, -2.85438, 3.95920]],
  "homo_ev": -6.0709,
  "gap_ev": 4.16,
  "lumo_ev": -1.91,
  "total_charge": 0
}

=====

DFT total energy across the listed records, respectively: -12099.1123, -184526.1485 eV.